# 1
Computed, not measured: a structure of composition C31H32N3O2RuSbSe3, with ωB97M-V/def2-TZVPD.

The geometry in ORCA input format:
```
! RIJCOSX wB97M-V def2-TZVPD def2/J DEFGRID3
* xyz 1 2
H 5.30897 -0.57586 -0.60939
H 3.33407 1.40111 3.15189
H 3.33979 0.10052 1.95055
H -6.18386 2.78312 -1.04813
C -0.07080 4.06749 -2.36872
H -4.84888 -2.41688 1.49525
C 2.01079 -1.07764 -1.21138
C -2.85577 1.88242 0.73557
H 1.10211 5.17106 -3.78384
C 4.38846 -1.10673 -0.81574
H -1.05642 2.73491 -1.01282
H 2.63224 -2.25436 2.91174
H 2.19906 1.07151 -3.27234
C -5.25891 2.56193 -0.53330
H 4.42701 0.32874 5.98623
C 2.71983 0.64342 2.66742
O 1.09209 -1.41321 1.86799
Ru -0.37464 0.13297 1.55846
C -1.97849 -2.55442 -4.80642
H -0.70171 4.90923 -2.11387
H -3.00246 -0.00765 -0.29640
C -2.80166 -2.06330 1.66622
H 5.33274 -3.03173 -0.88909
H -2.43242 -3.08921 -5.63012
H 3.05054 -1.45179 5.35487
H 3.19384 0.67387 -0.80089
N -1.89089 -1.39319 1.49177
H 1.07144 -0.12369 5.58784
H -4.08849 -3.05331 2.97045
C 1.75332 -1.64232 3.12854
Sb 0.14310 -0.08226 -1.11956
H 1.08262 -2.17596 3.80480
C 2.03163 -2.46066 -1.37903
C 1.55069 1.90389 -3.01975
C 4.40225 -2.48612 -0.97503
H -3.82375 -3.86816 1.41210
C -0.69951 -2.03002 -4.93823
C -2.08496 -1.70673 -2.56065
H 0.88546 -0.95008 -3.99948
C 3.22414 -3.16291 -1.26069
C 1.06565 0.32772 4.59547
Se 1.39783 1.66557 1.64487
H 3.23487 -4.23590 -1.40398
C 3.19547 -0.40388 -0.92799
H 2.54538 3.24996 -4.35733
C -4.71127 3.47498 0.30174
C -3.96267 -2.90443 1.89907
N -2.84455 3.98823 1.77217
C 1.75212 3.13389 -3.63048
C 3.35402 -0.64771 4.67218
C -0.80846 -1.16976 -2.68543
H 1.12065 -2.99599 -1.63006
H 0.94080 -2.24937 1.41544
H -0.15412 -2.15595 -5.86430
C -0.11714 -1.34514 -3.88293
N -1.70360 1.70850 1.37400
H -5.10246 0.59781 -1.44140
C -3.47344 0.94871 -0.14315
H -3.66443 -2.80931 -3.50700
H -2.63736 -1.60072 -1.63779
C -2.66979 -2.39613 -3.61597
O 3.70024 0.52167 5.38709
H 4.19918 -1.00828 4.07300
C -3.48059 3.16143 0.95984
C -4.63205 1.29280 -0.75728
C -0.26954 2.84038 -1.75270
Se -0.78533 0.13595 3.96389
H 1.27695 1.38879 4.71806
C 0.53575 1.75229 -2.08127
C 2.17746 -0.31106 3.74191
Se -1.37851 3.20453 2.32671
C 0.94131 4.21323 -3.30715
H -5.16491 4.43921 0.48398
*
```

Summary:
energy = -9054.45269 Ha
⟨S²⟩ = 0.76
HOMO-LUMO gap (alpha / beta) = 6.64 / 5.70 eV
ΔE to the lowest compared entry with this formula, charge and spin = 0.0 kJ/mol
lowest unoccupied orbital energy (alpha / beta) = -3.38 / -4.09 eV

---

# 2
Computed, not measured: a structure of composition C26H31F6N5PS2SbSiTl, with ωB97M-V/def2-TZVPD.

The geometry in ORCA input format:
```
! RIJCOSX wB97M-V def2-TZVPD def2/J DEFGRID3
* xyz -2 2
C 1.24346 1.97671 -6.79677
C -0.32888 0.36893 3.82707
H 4.97053 5.60630 -0.16926
H 0.90702 4.49290 0.57426
H 3.77238 3.97951 -1.61872
C -4.43907 1.26712 -2.50805
C -3.88524 3.94861 -0.98257
H 4.09384 3.16641 3.25036
H -5.62080 1.79084 1.41633
H 0.86171 4.82832 3.50146
S 1.08216 -1.41356 -1.86481
N 2.54886 1.88004 -0.85810
F 3.48430 -0.89662 0.94647
F 5.11883 0.02689 2.28410
C 0.66659 -1.79539 2.42406
C 1.97601 0.00048 -5.51160
F 6.27442 -1.95353 2.25865
H -4.55021 0.18380 -2.55753
Si -0.45533 3.17424 2.16017
C 4.58777 4.49929 1.63815
H 1.49703 3.19850 3.72056
F 4.07708 -1.90621 2.92063
S -0.70748 1.36786 -2.08928
H -0.69850 1.23215 4.36528
C 1.12809 -0.35996 -3.25748
C -0.16710 -0.84510 4.45099
F 4.65266 -2.87633 0.92830
C -0.16031 4.27727 0.68048
H -4.86665 4.16365 -1.40866
C 1.92755 -0.73745 -4.33634
C 4.50040 4.72981 0.26285
C 1.22658 1.18416 -5.60681
H 2.86239 1.58329 1.82543
C -2.24948 3.34158 2.74141
H -2.96853 3.15285 1.94410
C 3.18600 2.68135 -0.00912
P 4.89449 -1.41810 1.59897
Sb -3.70970 1.83896 -0.56818
N -0.02254 1.57883 1.69645
H -2.46499 2.63856 3.55083
H 0.02955 3.69576 4.57380
Tl 1.00620 0.52594 -0.18382
H -3.10683 4.23124 -1.69232
H -0.48642 3.79030 -0.24318
H -0.11921 2.50207 -4.59892
F 5.68817 -0.93484 0.28739
H 5.12680 5.19235 2.27326
C 0.36512 0.83533 -3.35356
C 0.45004 1.58501 -4.52885
C 2.77309 -0.45566 -6.60677
C 3.99651 3.36311 2.18861
H -3.74782 4.52762 -0.06847
N 3.40415 -0.83988 -7.49019
H 1.35377 -2.66460 0.58679
C 3.29687 2.47919 1.39714
H 2.52203 -1.63709 -4.25132
C 0.02593 0.48798 2.46092
H -0.42459 -0.94068 5.50089
H -6.14356 0.77021 0.06611
H -0.69392 5.22765 0.78059
H 2.18627 -3.22771 2.01964
H 0.53852 -3.79675 1.68809
C 0.32668 -1.94873 3.76080
C 3.83874 3.83572 -0.54735
H -2.42422 4.35370 3.12200
N 1.25804 2.61825 -7.75312
H -6.32791 2.53384 -0.03754
H -5.39829 1.74643 -2.71160
H -3.70317 1.56953 -3.25252
N 0.50309 -0.61707 1.81654
H 0.47337 -2.90317 4.24746
C -5.68947 1.72754 0.32957
C 1.21361 -2.93931 1.62709
C 0.57691 3.77985 3.63049
*
```

Summary:
energy = -3722.63494 Ha
⟨S²⟩ = 0.80
HOMO-LUMO gap (alpha / beta) = 7.01 / 6.53 eV
ΔE to the lowest compared entry with this formula, charge and spin = 49.8 kJ/mol
lowest unoccupied orbital energy (alpha / beta) = 4.19 / 3.79 eV